(1)
DFT (ωB97M-V/def2-TZVPD) results for a structure of composition C5H6CdO4.

The geometry in XYZ format:
```
16
Properties=species:S:1:pos:R:3:forces:R:3
Cd -2.438340 0.854840 -2.596582 -3.16 0.59 -2.99
O -1.743937 1.158776 -0.643774 0.88 0.24 2.18
O -0.563294 0.057988 -2.137738 2.17 -0.47 1.11
O 0.285488 0.376784 -0.104548 1.43 -0.86 0.99
O 1.688221 -2.593251 1.603334 1.00 -0.89 -0.91
C -0.704310 0.541588 -0.986980 -0.70 -0.13 -0.60
C 1.686692 -1.478945 1.668182 -3.19 2.25 3.70
C 1.204351 0.129242 2.121352 -2.65 -1.81 -5.30
C -0.028975 0.433667 1.276441 -0.28 1.01 -0.17
C 2.623467 0.204619 1.573136 0.71 4.13 4.38
H 0.982330 0.583706 3.100343 0.11 -1.61 0.71
H -0.851544 -0.253074 1.513525 0.13 0.11 0.11
H -0.356736 1.446144 1.546125 -0.11 -0.02 -0.01
H 3.114727 1.175167 1.724264 -0.04 0.63 -0.38
H 2.539123 0.241900 2.917626 3.56 -1.71 -2.95
H 2.745810 0.167033 0.481947 0.13 -1.46 0.14
```
Forces are in eV/Å.

Values from the calculation:
Net charge: +1
LUMO level (spin up / spin down): -6.33 / -6.33 eV
HOMO (spin up / spin down): -10.41 / -13.91 eV
Largest force on an atom: 0.1205 Eh/bohr
2S+1: 2


(2)
DFT (ωB97M-V/def2-TZVPD) results for a cluster of 2 separate species, C5H6Cl2 in total.

The geometry in XYZ format:
```
13
Properties=species:S:1:pos:R:3:forces:R:3
Cl -2.182368 -1.687364 -0.300748 -0.08 -0.48 -0.13
Cl -2.826306 1.471570 -0.058988 1.77 -1.77 0.33
C 0.105031 -0.038359 0.025120 -0.05 -0.02 -0.10
C -0.425468 -0.208936 1.428267 -0.04 0.05 0.12
C 0.949643 0.917297 -0.733477 -0.02 0.06 -0.01
C 1.215104 -0.559121 -0.824875 -0.04 -0.02 0.00
C -1.260321 -0.408337 0.225560 -1.26 2.32 -0.12
H -0.581431 0.685001 2.014803 -0.09 0.13 -0.11
H 2.077743 -0.959891 -0.317324 0.10 0.00 0.14
H -0.159009 -1.078200 2.013102 -0.02 -0.21 -0.04
H 1.639613 1.526991 -0.168188 -0.01 -0.04 0.11
H 0.495636 1.420446 -1.571552 -0.14 -0.02 -0.11
H 0.952134 -1.081103 -1.731701 -0.13 0.01 -0.09
```
Forces are in eV/Å.

Values from the calculation:
Net charge: 0
LUMO level: -1.10 eV
HOMO: -9.79 eV
Largest force on an atom: 0.0514 Eh/bohr


(3)
DFT (ωB97M-V/def2-TZVPD) results for a structure of composition C5H6Cl2O2S2.

The geometry in XYZ format:
```
17
Properties=species:S:1:pos:R:3:forces:R:3
Cl 2.674654 -0.481223 -0.309291 0.43 -0.48 0.69
Cl -2.806101 1.004253 -0.402569 -1.14 0.39 -1.16
S -0.423455 -1.438674 -1.367791 0.42 0.06 0.73
S 0.370252 1.284499 -1.238756 0.23 0.67 -1.32
O -1.805784 0.348927 1.856599 -0.39 -0.17 0.31
O 1.243530 -0.326684 1.914268 -0.08 -0.11 -1.54
C 1.356983 2.588937 -0.395246 -0.58 -0.53 -2.90
C 0.042014 -0.111414 -0.225845 -2.86 0.62 1.23
C -1.058279 -2.668573 -0.163914 -0.01 -0.45 -0.19
C 1.207805 -0.334075 0.722131 -0.25 -0.03 0.73
C -1.715245 0.378066 0.689840 4.37 -1.04 0.32
H 0.718061 2.904709 0.392947 0.08 1.23 0.50
H 2.382755 2.425299 -0.194340 0.83 -1.05 0.99
H -2.112242 -2.814504 -0.364446 -0.37 0.23 0.01
H -0.981964 -2.257534 0.882588 0.38 -0.94 -1.05
H -0.615885 -3.678834 -0.431344 0.00 1.36 1.00
H 1.522900 3.176822 -1.364835 -1.06 0.23 1.66
```
Forces are in eV/Å.

Values from the calculation:
Net charge: 0
LUMO level: 0.25 eV
HOMO: -8.64 eV
Largest force on an atom: 0.0875 Eh/bohr